# 1
C11H7FeN2O12 as an isolated structure, computed with wB97M-V/def2-TZVPD.

Geometry as XYZ:
```
33
Properties=species:S:1:pos:R:3:forces:R:3
Fe -1.8208 0.5265 0.1638 2.38 -1.19 -1.13
O -4.6462 0.8951 1.1950 0.47 -0.08 0.19
C -3.4118 1.1839 1.6528 -1.17 0.26 0.50
O -2.7686 2.1427 1.2115 0.35 -0.70 -0.55
C -3.0076 0.4053 2.8960 0.29 -0.33 -0.12
O -1.6502 0.0283 2.7270 -0.22 0.74 -0.27
C -1.4015 -1.3655 2.7613 -0.14 -0.85 -0.50
C -2.0665 -2.1507 1.5670 0.54 0.28 1.60
O -2.1930 -3.3520 1.6922 -0.02 -0.27 -0.05
O -2.4224 -1.4216 0.5993 -0.38 1.50 -1.26
H -4.8168 1.4161 0.3938 0.00 0.12 0.12
H -3.0806 1.0623 3.7750 -0.13 -0.06 -0.23
H -3.6656 -0.4616 3.0126 0.07 0.14 -0.01
H -0.3199 -1.4755 2.6662 -0.07 0.03 0.07
H -1.7357 -1.8016 3.7086 0.03 0.04 -0.09
O -0.7430 -0.0266 -3.8207 -0.11 0.07 -0.05
C -0.5920 0.2676 -2.6474 1.23 -0.37 -0.30
O -1.5242 0.6412 -1.8625 -1.63 0.42 1.82
C 0.8344 0.2331 -2.0764 -0.39 0.00 0.27
C 1.8602 0.1864 -2.9910 0.47 0.04 -0.14
C 3.1999 0.1953 -2.5976 -1.10 -0.01 1.02
C 3.5271 0.2061 -1.2390 0.03 0.00 -0.08
C 2.5163 0.2332 -0.3239 -0.67 0.04 -1.06
C 1.1191 0.2634 -0.6707 0.79 0.04 -0.76
O 0.2698 0.2931 0.2682 -1.54 0.16 1.02
N 2.8387 0.2550 1.0854 0.07 0.04 0.17
O 3.1606 -0.7942 1.5983 0.13 -0.34 0.27
O 2.7742 1.3180 1.6596 -0.03 0.30 0.23
N 4.2402 0.2304 -3.5494 0.58 0.03 -0.54
O 3.9537 0.2280 -4.7354 0.00 -0.02 -0.15
O 5.3919 0.2744 -3.1363 0.25 -0.02 -0.07
H 1.6163 0.1551 -4.0438 -0.07 0.01 0.04
H 4.5640 0.2086 -0.9384 0.01 -0.03 0.06
```
Forces are in eV/Å.

The HOMO-LUMO gap (spin up / spin down) is 7.66 / 7.54 eV. As for the charge: -1. Its spin multiplicity is 5.

Mulliken population analysis, charges in e, atoms 1 to 2: Fe 1.0906; O -0.4778



# 2
C26H25N9O6S3V as an isolated structure, computed with wB97M-V/def2-TZVPD.

Geometry as XYZ:
```
70
Properties=species:S:1:pos:R:3:forces:R:3
V -0.7675 0.3045 0.0104 -0.23 -1.76 -0.44
O 1.4963 -0.9125 1.7892 -0.03 0.03 0.24
S 2.2076 -0.7752 0.5318 -0.14 -0.15 -0.04
O 1.9181 -2.2864 -0.1479 0.13 -0.21 0.17
N 1.1923 0.0630 -0.4408 0.05 0.34 0.51
C 1.7876 1.0012 -1.2842 -0.18 0.25 -0.41
C 3.0741 1.0059 -1.7533 0.02 0.11 -0.09
C 3.5151 2.0476 -2.5960 -0.32 0.33 -0.10
C 2.6805 3.0662 -2.9804 0.06 -0.33 0.18
C 1.3330 3.0726 -2.5358 0.22 -0.03 -0.06
C 0.3912 4.0733 -2.8661 -0.08 -0.15 0.13
C -0.8809 3.9951 -2.3664 0.19 -0.21 0.04
C -1.2250 2.9046 -1.5496 -0.33 0.34 -0.01
N -0.3760 1.9486 -1.2501 0.05 -0.30 0.21
C 0.8999 2.0273 -1.7065 0.45 0.04 -0.19
C 2.8456 -2.8690 -0.9879 -0.17 -0.11 -0.12
C 4.1783 -2.4997 -1.0420 0.02 -0.13 -0.10
C 5.0171 -3.1660 -1.9241 0.08 0.00 -0.02
C 4.5439 -4.1879 -2.7296 0.09 0.07 0.04
C 3.2137 -4.5605 -2.6460 -0.05 -0.03 -0.02
C 2.3612 -3.9033 -1.7788 0.26 0.18 0.00
H 3.7652 0.2179 -1.4946 0.02 -0.05 0.02
H 4.5359 2.0266 -2.9403 0.13 0.04 -0.07
H 3.0260 3.8594 -3.6214 0.08 0.12 -0.10
H 0.6900 4.8954 -3.4992 0.03 0.08 -0.07
H -1.6233 4.7425 -2.5855 -0.10 0.10 -0.02
H -2.2190 2.8085 -1.1325 0.09 0.06 -0.03
H 4.5738 -1.7301 -0.4025 0.06 0.12 0.12
H 6.0594 -2.8823 -1.9673 0.04 0.00 -0.01
H 5.2097 -4.6995 -3.4039 0.09 -0.06 -0.09
H 2.8380 -5.3702 -3.2516 -0.04 -0.10 -0.07
H 1.3350 -4.2090 -1.6777 -0.30 -0.11 0.06
O -1.9259 1.7664 5.1366 -0.07 0.21 -0.01
C -2.3966 2.7055 4.2918 -0.09 -0.01 0.09
C -2.7638 3.9392 4.8377 0.07 -0.24 -0.15
C -3.2824 4.9278 4.0327 0.03 -0.05 0.03
C -3.4453 4.7238 2.6650 0.03 -0.07 0.02
C -3.0590 3.5245 2.1151 0.06 0.00 0.00
C -2.5244 2.5043 2.9075 0.00 -0.13 0.50
C -2.0850 1.2584 2.2867 -0.11 -0.17 0.51
O -1.8590 1.3131 1.0012 -0.48 1.05 -0.81
N -1.9136 0.1530 2.9287 -0.07 0.33 0.43
N -1.4872 -0.8892 2.1136 0.52 0.04 0.10
C -1.0364 -1.8746 2.8175 -0.24 -0.08 -0.43
S -0.8625 -1.8683 4.5495 -0.03 0.13 0.01
C 0.1802 -3.3526 4.5846 0.06 0.09 -0.07
C -0.3660 -4.3292 3.5682 -0.17 -0.01 -0.02
S -0.6312 -3.3901 2.0360 0.10 -0.15 0.19
H -1.8171 0.9265 4.6578 0.01 -0.05 -0.11
H -2.6441 4.0808 5.8973 0.02 0.03 0.20
H -3.5723 5.8681 4.4741 -0.04 0.12 0.05
H -3.8716 5.4946 2.0476 -0.07 0.13 -0.12
H -3.1778 3.3454 1.0587 -0.01 -0.02 -0.12
H 0.1487 -3.7641 5.5910 -0.03 0.01 0.05
H 1.2039 -3.0648 4.3398 -0.05 -0.01 0.05
H -1.3166 -4.7584 3.8921 0.10 0.04 -0.05
H 0.3432 -5.1268 3.3557 0.00 0.00 -0.05
N -0.9118 -1.8291 -0.5658 -0.16 -0.21 0.18
N -0.8729 -1.9703 -1.9629 -0.01 0.06 -0.20
C -1.6762 -1.1577 -2.6936 0.03 -0.11 0.25
N -1.6677 -1.3252 -4.0127 -0.43 0.44 -0.08
N -2.3682 -0.2963 -1.9302 0.72 -0.60 -0.06
N -3.2382 0.5771 -2.5365 0.63 0.10 0.41
O -3.4337 0.5648 -3.7313 -0.15 -0.30 -1.00
O -3.7278 1.3631 -1.7790 -0.75 0.57 0.58
H -0.0891 -2.3084 -0.1758 -0.15 0.16 -0.20
H -1.7686 -2.2700 -0.1923 0.47 0.24 -0.16
H -0.3337 -2.7273 -2.3663 -0.19 0.23 0.08
H -1.0501 -1.9946 -4.4378 -0.04 0.00 -0.04
H -2.2970 -0.7486 -4.5715 0.30 -0.25 0.26
```
Forces are in eV/Å.

The HOMO-LUMO gap (spin up / spin down) is 6.95 / 7.13 eV. As for the charge: +1. Its spin multiplicity is 3.

Mulliken population analysis, charges in e, atoms 1 to 2: V 0.7897; O -0.4526



# 3
A single C23H26N6O2S molecule, computed with wB97M-V/def2-TZVPD.

Geometry as XYZ:
```
58
Properties=species:S:1:pos:R:3:forces:R:3
C -6.7834 0.0399 0.1663 0.02 -0.17 -0.02
H -7.7186 -0.4988 0.2953 -0.13 0.00 0.02
H -6.5519 0.5629 1.0915 0.00 0.07 0.05
H -6.9115 0.7756 -0.6242 -0.07 0.10 -0.02
C -5.6576 -0.9322 -0.1929 -0.19 0.15 0.04
C -4.3639 -0.2163 -0.3739 0.25 0.05 -0.13
C -3.3038 -0.1928 0.4784 -0.35 -0.24 0.07
C -2.2582 0.6237 -0.0111 -0.29 0.37 -0.80
N -1.0030 1.0208 0.3465 0.15 0.47 -0.40
C -0.1919 0.7329 1.4255 0.41 -0.19 0.24
N 0.9820 1.2221 1.5140 -0.02 -0.51 0.75
N 1.4861 2.0334 0.5661 -0.28 0.35 -0.68
C 0.8053 2.4285 -0.5637 0.42 0.13 0.25
O 1.3168 3.1702 -1.3910 -0.27 0.05 -0.18
C -0.5217 1.8645 -0.6604 -0.46 0.04 -0.45
C -1.4701 1.9995 -1.6550 0.52 0.04 0.31
C -2.5569 1.2195 -1.2459 -0.10 -0.35 0.46
S -4.1249 0.7683 -1.8046 0.21 -0.15 0.39
H -1.3665 2.5870 -2.5436 0.11 0.16 -0.16
C 2.8426 2.4733 0.8205 0.26 0.03 0.18
H 3.0939 3.2365 0.0833 -0.04 -0.11 0.10
H 2.8918 2.8923 1.8288 0.03 -0.07 -0.18
C 3.7919 1.2691 0.8026 -0.10 0.41 0.09
O 4.2737 0.8505 1.8355 0.07 0.06 0.33
N 4.0288 0.6755 -0.3860 0.10 -0.32 -0.24
C 3.6556 1.1210 -1.7060 -0.13 0.11 -0.18
H 3.2495 2.1307 -1.6947 0.08 -0.06 -0.01
H 4.5622 1.1241 -2.3223 -0.06 0.05 0.01
C 2.6062 0.1624 -2.3171 -0.05 0.15 -0.17
N 2.7355 -1.1483 -1.7263 0.19 0.06 -0.10
C 1.7359 -1.7323 -1.0001 -0.25 -0.27 0.07
N 2.1146 -2.6050 -0.0638 0.36 0.22 -0.13
C 1.1901 -3.2461 0.6259 -0.33 -0.12 0.15
C -0.1684 -3.0781 0.4336 -0.05 -0.06 0.02
C -0.5713 -2.1914 -0.5593 0.13 -0.03 0.04
C 0.3766 -1.5030 -1.2826 -0.05 0.07 0.01
H 0.0743 -0.8354 -2.0743 -0.02 0.05 -0.08
H -1.6216 -2.0509 -0.7749 -0.06 0.03 -0.03
H -0.8869 -3.6317 1.0171 -0.04 -0.08 0.07
H 1.5712 -3.9324 1.3714 -0.07 -0.09 0.09
C 4.1097 -1.5088 -1.4648 0.15 -0.06 0.02
H 4.6575 -1.4065 -2.4069 -0.01 -0.04 0.03
C 4.7176 -0.6044 -0.3798 0.03 -0.22 0.21
H 4.5771 -1.0385 0.6117 0.07 0.02 -0.17
H 5.7908 -0.4613 -0.5512 -0.01 -0.05 0.04
H 4.1372 -2.5479 -1.1409 0.16 0.12 -0.10
H 2.7551 0.1029 -3.4027 -0.06 0.10 0.05
H 1.6067 0.5546 -2.1347 0.04 -0.03 -0.03
C -0.6895 -0.1285 2.5384 -0.20 0.15 0.06
C -1.6399 0.6512 3.4498 0.06 -0.13 -0.08
H -2.0129 0.0043 4.2396 -0.08 -0.01 0.09
H -2.4876 1.0433 2.8920 -0.12 0.06 0.01
H -1.1133 1.4852 3.9066 0.02 0.09 0.05
H -1.1851 -1.0065 2.1223 0.07 -0.06 0.02
H 0.1796 -0.4558 3.1081 -0.01 -0.05 -0.14
H -3.2920 -0.7444 1.3998 -0.04 -0.13 0.18
H -5.9188 -1.4543 -1.1166 0.02 -0.12 0.07
H -5.5445 -1.6740 0.6006 0.04 -0.04 -0.09
```
Forces are in eV/Å.

Its SMILES is CCc1cc2c(cc3c(=O)n(CC(=O)N4CCN(c5ccccn5)CC4)nc(CC)n32)s1. The HOMO-LUMO gap is 8.31 eV.

Mulliken population analysis, charges in e, atoms 1 to 2: C -1.1061; H 0.3799



# 4
A 2-piece molecular cluster, CO4P overall, computed with wB97M-V/def2-TZVPD.

Geometry as XYZ:
```
6
Properties=species:S:1:pos:R:3:forces:R:3
C -0.6187 -0.6262 -0.3530 -1.78 -1.91 0.62
O -1.1523 0.6101 -0.1943 0.01 -0.24 -0.26
O -1.0608 -1.7593 -0.3169 -0.76 1.50 0.04
O 1.7125 0.8930 1.8911 -0.39 0.16 -0.90
O 0.6304 -0.3846 -0.5583 3.32 -0.50 -0.70
P 0.4889 1.2669 -0.4686 -0.41 0.99 1.20
```
Forces are in eV/Å.

The HOMO-LUMO gap (spin up / spin down) is 7.05 / 7.17 eV. As for the charge: -1. Its spin multiplicity is 3.

Mulliken population analysis, charges in e, atoms 1 to 2: C 0.7890; O -0.4019



# 5
C15H16Cl4F6MnNO11P2 as an isolated structure, computed with wB97M-V/def2-TZVPD.

Geometry as XYZ:
```
56
Properties=species:S:1:pos:R:3:forces:R:3
Mn -0.3461 -0.9637 -0.3833 0.34 -0.28 -0.42
N -4.3401 -1.1060 0.0964 0.00 0.04 -0.03
C -3.3227 -0.4615 -0.4576 0.03 0.06 0.06
O -2.2911 -1.1082 -0.7305 0.30 -0.20 -0.07
C -3.5015 0.9943 -0.7872 0.03 0.04 0.07
C -2.7228 1.9818 0.0799 0.10 -0.17 0.07
H -4.2449 -2.0898 0.2953 0.01 -0.04 0.00
H -5.2250 -0.6592 0.2580 -0.05 0.02 0.01
H -4.5542 1.2646 -0.6975 -0.02 0.02 -0.06
H -3.2163 1.1125 -1.8258 0.09 0.01 -0.15
H -3.1677 2.0536 1.0730 0.01 -0.02 0.05
H -2.7615 2.9600 -0.3886 -0.03 0.11 -0.03
C 3.6961 -3.0405 -1.1882 0.01 0.09 0.05
C 2.4950 -3.4708 -0.3466 -0.17 0.02 -0.02
O 2.8185 -4.6646 0.3382 0.10 0.07 -0.16
P 2.0899 -2.2021 0.8852 0.00 0.03 0.25
O 3.2959 -1.8758 1.8485 0.14 -0.07 -0.24
O 1.0810 -2.9276 1.8413 0.26 -0.03 -0.10
O 1.5650 -0.9458 0.2181 -0.20 -0.12 0.03
P 0.9696 -3.5827 -1.4301 0.23 0.12 0.23
O 0.5190 -5.0755 -1.1263 -0.16 -0.05 -0.10
O 1.2351 -3.2671 -2.8338 -0.10 -0.05 0.02
O -0.1470 -2.7303 -0.7037 -0.30 0.16 -0.20
H 4.6015 -3.1772 -0.5944 -0.01 0.03 -0.01
H 3.6127 -1.9998 -1.5102 -0.02 -0.05 0.01
H 3.7679 -3.6566 -2.0812 0.00 -0.05 0.02
H 2.0553 -5.2540 0.3771 -0.05 0.03 -0.02
H 4.1086 -1.5387 1.4453 -0.10 0.06 0.05
H 1.1920 -2.7400 2.7854 -0.12 0.08 -0.01
H 0.2110 -5.5379 -1.9199 0.04 -0.02 0.09
Cl 0.5665 1.4747 5.7260 -0.01 -0.01 -0.03
C 0.0482 1.5438 4.0941 0.04 -0.09 0.05
C -0.1852 2.7783 3.4908 0.00 0.02 -0.02
Cl 0.0770 4.2301 4.3561 0.00 0.01 0.00
C -0.6415 2.8250 2.1728 0.05 0.20 0.09
Cl -0.9123 4.3216 1.3760 -0.05 -0.05 0.02
C -0.8560 1.6470 1.4858 -0.10 -0.01 -0.21
O -1.3419 1.5906 0.2134 -0.05 0.10 -0.29
C -0.5566 0.4197 2.0585 0.11 -0.54 -0.50
O -0.7569 -0.6798 1.2886 -0.48 0.31 0.73
C -0.1280 0.3611 3.3709 0.14 -0.04 0.41
Cl 0.0898 -1.1649 4.1503 -0.06 0.14 0.02
C 1.2906 -0.2887 -3.8525 0.05 -0.07 -0.08
C -0.0070 0.1443 -3.1901 -0.06 0.07 0.20
O 0.1037 -0.1786 -1.8137 0.08 0.23 -0.06
C -0.1229 1.6886 -3.2935 0.02 -0.13 0.13
F -1.1088 2.1924 -2.5434 -0.16 -0.05 0.06
F 1.0081 2.2663 -2.8875 0.01 -0.01 0.00
F -0.3484 2.0339 -4.5599 0.01 0.05 -0.09
C -1.2114 -0.5535 -3.8876 0.23 0.21 0.19
F -0.9969 -0.6275 -5.1972 -0.12 -0.05 -0.07
F -1.3695 -1.7811 -3.4090 -0.02 -0.15 0.02
F -2.3662 0.1111 -3.7057 -0.08 -0.02 0.08
H 2.1220 0.1656 -3.3205 0.01 -0.01 0.02
H 1.2967 0.0444 -4.8874 0.06 0.01 -0.02
H 1.3742 -1.3717 -3.8086 -0.01 0.02 -0.03
```
Forces are in eV/Å.

The HOMO-LUMO gap (spin up / spin down) is 5.98 / 6.86 eV. As for the charge: +1. Its spin multiplicity is 2.

Mulliken population analysis, charges in e, atoms 1 to 2: Mn 2.4599; N -0.3902



# 6
A 10-piece molecular cluster, C17H53Br2ClNO12P2 overall, computed with wB97M-V/def2-TZVPD.

Geometry as XYZ:
```
88
Properties=species:S:1:pos:R:3:forces:R:3
C 4.2655 -2.1371 0.1332 0.18 0.34 -0.71
C 2.7911 -1.4573 0.5350 1.35 -0.71 -0.52
C 2.4151 -0.4489 -0.7219 -0.38 -2.22 0.35
Br 3.6423 1.1120 -0.9325 -0.89 -1.11 0.38
P 0.5269 0.0331 -0.7449 2.30 -1.51 0.39
C -0.0807 0.8055 0.8879 -0.69 0.34 1.84
C 0.7812 2.0839 1.4344 3.11 5.07 -2.85
O 1.4013 3.0150 0.7107 -4.26 -6.64 4.41
Cl 0.8780 2.3180 3.3082 -0.45 -0.79 -2.91
C -0.3721 -1.6343 -1.2012 -0.55 -0.29 -0.43
C -1.2778 -2.2475 0.0121 -0.91 -2.02 -0.11
O -0.8840 -3.6908 0.1370 0.56 2.44 1.71
C -2.8915 -2.2867 -0.4045 0.51 0.06 -0.50
N -3.4629 -0.9011 -0.6578 1.09 -0.70 -0.83
P 0.1881 1.3196 -2.5206 -0.25 3.00 -1.70
O 0.7303 2.9470 -2.2459 0.86 -3.04 -1.07
Br 1.6628 0.5002 -4.1072 -0.66 0.22 1.48
H 4.2330 -3.3111 0.1490 0.02 2.41 0.16
H 5.1301 -1.7324 0.8125 -1.78 -0.89 -1.28
H 4.5324 -1.8138 -0.9849 -0.51 -0.76 2.46
H 2.9166 -0.9148 1.5640 -0.57 -0.87 -2.06
H 2.0422 -2.3819 0.6122 1.22 2.34 -0.23
H 2.5517 -1.1136 -1.7042 -0.48 1.65 2.03
H -1.2209 1.1309 0.7597 2.48 -0.44 0.23
H -0.0848 0.0095 1.7779 0.15 1.62 -2.13
H 0.4455 -2.4333 -1.5197 -1.54 1.84 0.91
H -1.0527 -1.4549 -2.1611 1.39 -0.10 2.06
H -1.0962 -1.7843 1.0697 -0.46 -0.38 -2.14
H -0.5058 -3.7826 1.0762 -1.04 -0.46 -1.92
H -3.5276 -2.8493 0.4057 1.57 1.09 -1.42
H -2.9776 -2.8837 -1.4239 0.32 1.02 2.23
H -2.8414 -0.1487 -0.2851 -0.89 -0.89 -0.62
H -3.6279 -0.7887 -1.6965 0.30 0.07 1.72
H 1.6432 3.0428 -2.6562 -1.27 -0.02 0.91
C -0.9942 -6.7837 1.7550 0.08 -0.13 -0.22
O -0.8501 -5.5195 2.3756 0.45 0.46 0.27
H -1.9255 -6.7950 1.1838 0.16 0.06 0.14
H -0.1530 -6.9571 1.0794 -0.11 -0.25 -0.07
H -1.0286 -7.5640 2.5191 -0.01 -0.21 -0.20
H -0.0159 -5.5396 2.8746 -0.51 0.17 0.17
C 4.3389 4.0054 2.8537 -0.18 0.07 -0.02
O 4.6764 3.5661 1.5509 -0.20 -0.25 -0.61
H 5.2553 4.1279 3.4359 -0.12 -0.04 -0.17
H 3.8179 4.9639 2.7925 -0.01 0.02 0.30
H 3.7002 3.2615 3.3361 0.02 0.14 0.25
H 3.8440 3.4663 1.0584 0.44 0.08 0.26
C -1.0511 1.7671 -6.8818 0.03 0.05 -0.32
O -0.4791 2.3396 -5.7203 0.31 0.56 0.41
H -1.7812 1.0112 -6.5828 0.13 0.14 0.03
H -1.5523 2.5446 -7.4635 -0.08 -0.21 -0.15
H -0.2676 1.2967 -7.4810 -0.19 -0.09 -0.15
H 0.1640 3.0058 -6.0169 -0.36 -0.31 0.23
C 5.5989 7.8139 3.2259 0.18 -0.07 -0.03
O 5.8030 7.2780 4.5203 0.31 -0.41 0.25
H 4.7033 8.4396 3.2376 0.15 -0.12 0.10
H 6.4616 8.4216 2.9419 -0.13 0.08 -0.24
H 5.4622 6.9992 2.5106 -0.05 0.15 -0.24
H 6.6037 6.7280 4.4789 -0.46 0.34 0.13
C -3.7881 -5.9805 5.0399 0.16 0.04 -0.10
O -3.1956 -7.1449 4.4946 0.46 -0.18 -0.24
H -4.7416 -6.2495 5.5007 0.19 -0.05 -0.10
H -3.1266 -5.5549 5.7984 -0.16 0.21 0.09
H -3.9632 -5.2527 4.2438 -0.11 0.18 0.15
H -2.3522 -6.8751 4.0930 -0.50 -0.08 0.18
C -0.6148 5.9418 -0.1119 0.13 -0.06 -0.03
O -0.4106 5.4060 1.1825 0.29 -0.43 0.34
H -1.5103 6.5676 -0.1002 0.16 -0.13 0.08
H 0.2479 6.5495 -0.3959 -0.11 0.08 -0.23
H -0.7515 5.1272 -0.8272 -0.05 0.15 -0.25
H 0.3900 4.8559 1.1411 -0.41 0.38 0.08
C -4.5647 -1.9686 -5.0656 -0.07 -0.03 -0.33
O -3.9928 -1.3961 -3.9040 0.70 0.52 0.48
H -5.2948 -2.7245 -4.7666 0.17 0.18 0.04
H -5.0660 -1.1911 -5.6472 -0.08 -0.18 -0.12
H -3.7813 -2.4389 -5.6647 -0.18 -0.09 -0.14
H -3.3497 -0.7299 -4.2007 -0.43 -0.31 0.15
C -3.5680 4.7426 -5.7117 0.16 -0.09 -0.01
O -3.3639 4.2067 -4.4174 0.35 -0.39 0.33
H -4.4636 5.3683 -5.7000 0.16 -0.14 0.08
H -2.7054 5.3502 -5.9957 -0.11 0.10 -0.24
H -3.7047 3.9279 -6.4270 -0.07 0.15 -0.23
H -2.5633 3.6566 -4.4588 -0.38 0.29 0.03
C 0.5203 -5.6952 5.9860 0.06 -0.04 0.35
O 0.3822 -4.8131 4.8873 0.08 0.73 -0.30
H 0.4337 -6.7240 5.6287 -0.01 0.20 -0.01
H 1.5007 -5.5534 6.4474 -0.07 -0.21 0.14
H -0.2694 -5.4973 6.7149 0.08 -0.21 0.10
H 0.4634 -3.9087 5.2350 -0.08 -0.52 -0.29
```
Forces are in eV/Å.

The HOMO-LUMO gap is 7.28 eV. As for the charge: +1.

Mulliken population analysis, charges in e, atoms 1 to 2: C -0.8898; C 0.1787



In order of appearance, E = -73456.32707 -111250.12444 -48144.59668 -18513.43350 -156119.48471 -215719.04414 eV.